[1]
{"formula": "C5H14NO", "method": "ωB97M-V/def2-TZVPD", "elements": ["C", "C", "C", "C", "C", "N", "H", "H", "H", "H", "H", "H", "H", "H", "H", "H", "H", "H", "H", "H", "O"], "positions_angstrom": [[0.8902, -0.3401, 1.1278], [0.5877, -1.1839, -0.1095], [0.0530, -0.3279, -1.2674], [0.8007, 0.3460, -2.1213], [0.2893, 1.1247, -3.2689], [-0.2428, 0.6437, 1.4469], [0.9331, -1.0054, 1.9855], [1.7835, 0.2739, 1.1235], [1.5394, -1.6418, -0.3384], [-0.2537, -1.8522, 0.0916], [-1.0190, -0.1815, -1.1445], [1.8872, 0.2811, -2.0391], [-0.7918, 1.0416, -3.3936], [0.5026, 2.1928, -3.2164], [0.6741, 0.7730, -4.2231], [-0.5978, 1.0526, 0.5787], [-0.9816, 0.1054, 1.9245], [0.1280, 1.3940, 2.0292], [-2.7728, -0.5821, 3.5514], [-1.6064, -1.5143, 3.7766], [-1.8027, -0.5997, 3.4865]], "forces_ev_per_a": [[-0.8, 0.0, 0.6], [-0.5, 1.7, -0.6], [0.3, -0.1, 1.7], [0.3, -0.1, -0.4], [-0.8, 0.5, -0.6], [0.6, -0.6, -0.5], [0.2, 0.1, 0.3], [0.2, -0.2, -0.5], [-0.1, -0.7, -0.3], [0.7, -0.6, 0.3], [-0.1, -0.1, -0.9], [-0.1, -0.2, 0.0], [-0.1, -0.1, 0.3], [0.3, 0.0, 0.1], [0.4, -0.1, 0.0], [0.1, 0.0, 0.0], [-0.2, 0.4, 0.4], [-0.4, -0.1, 0.2], [0.3, 0.3, 0.0], [0.1, 0.7, -0.1], [-0.4, -0.9, 0.0]], "charge": 1, "lumo_energy_ev": -3.1617, "energy_ev": -8942.89829, "relative_energy_ev": 1.110, "gap_ev": 10.0, "e_homo_ev": -13.210}

***

[2]
{"formula": "C47H55FN11O", "method": "ωB97M-V/def2-TZVPD", "elements": ["N", "C", "N", "C", "C", "O", "C", "C", "N", "C", "C", "F", "H", "H", "H", "H", "H", "H", "H", "H", "H", "H", "H", "H", "H", "H", "H", "N", "C", "C", "C", "C", "C", "H", "H", "H", "H", "H", "N", "C", "C", "C", "C", "C", "H", "H", "H", "H", "H", "N", "C", "C", "C", "C", "C", "H", "H", "H", "H", "H", "N", "C", "C", "C", "C", "C", "H", "H", "H", "H", "H", "N", "C", "C", "C", "C", "C", "H", "H", "H", "H", "H", "N", "C", "C", "C", "C", "C", "H", "H", "H", "H", "H", "N", "C", "C", "C", "C", "C", "H", "H", "H", "H", "H", "N", "C", "C", "C", "C", "C", "H", "H", "H", "H", "H"], "positions_angstrom": [[-1.0928, -2.5774, 2.2843], [-1.2612, -1.5443, 1.4365], [-0.1697, -0.8567, 0.7177], [-0.0157, 0.3981, 1.5101], [1.2022, 1.3138, 1.0572], [1.1615, 1.6905, -0.3222], [-0.7601, -0.7538, -0.6370], [-2.3278, -0.6265, -0.4405], [-2.4837, -0.9276, 1.0120], [-3.6329, -1.7810, 1.4309], [-5.0326, -1.2339, 0.9518], [-5.3318, -1.7874, -0.3102], [-0.9686, -2.3611, 3.2726], [-1.0337, -3.5326, 1.9314], [-0.9299, 1.0589, 1.5216], [0.1934, 0.1270, 2.5924], [2.1981, 0.8599, 1.3348], [1.1243, 2.2604, 1.6820], [0.2558, 1.9975, -0.4940], [-0.2510, -0.1388, -1.4165], [-0.6672, -1.8236, -1.0100], [-2.9142, -1.2037, -1.1954], [-2.4990, 0.4940, -0.4694], [-3.6472, -1.7576, 2.5631], [-3.4849, -2.8678, 1.1663], [-5.0959, -0.1088, 0.9562], [-5.8085, -1.6140, 1.6748], [3.9063, -1.3226, 1.3388], [2.6588, -1.7430, 1.5921], [2.3537, -2.7341, 2.5111], [3.3968, -3.3296, 3.2070], [4.6959, -2.9133, 2.9610], [4.8953, -1.9117, 2.0246], [1.8810, -1.2494, 1.0211], [1.3287, -3.0332, 2.6780], [3.1986, -4.1097, 3.9334], [5.5341, -3.3527, 3.4828], [5.8928, -1.5497, 1.8004], [7.5543, -3.2622, 4.5793], [7.3725, -4.4473, 5.1774], [8.1951, -4.9425, 6.1753], [9.2733, -4.1706, 6.5792], [9.4851, -2.9409, 5.9752], [8.6019, -2.5348, 4.9886], [6.5178, -5.0168, 4.8258], [7.9978, -5.9070, 6.6247], [9.9412, -4.5234, 7.3562], [10.3165, -2.3116, 6.2641], [8.7243, -1.5795, 4.4895], [0.6549, -2.0407, -3.5507], [0.2584, -1.5640, -4.7404], [1.1262, -1.0667, -5.6985], [2.4833, -1.0559, -5.4132], [2.9193, -1.5411, -4.1889], [1.9721, -2.0202, -3.2997], [-0.8098, -1.5896, -4.9176], [0.7489, -0.6974, -6.6432], [3.1939, -0.6737, -6.1371], [3.9704, -1.5475, -3.9315], [2.2652, -2.4126, -2.3311], [-2.1055, -0.4329, -6.6173], [-2.7158, 0.7588, -6.6942], [-3.7300, 1.0478, -7.5924], [-4.1376, 0.0509, -8.4655], [-3.5214, -1.1902, -8.4071], [-2.5191, -1.3800, -7.4707], [-2.3599, 1.5067, -5.9939], [-4.1887, 2.0276, -7.6085], [-4.9272, 0.2387, -9.1837], [-3.8130, -1.9916, -9.0731], [-2.0096, -2.3346, -7.3847], [-4.7785, -5.4818, 2.2757], [-5.3199, -5.2412, 1.0740], [-5.9843, -6.1943, 0.3209], [-6.0946, -7.4763, 0.8372], [-5.5415, -7.7529, 2.0786], [-4.8997, -6.7275, 2.7535], [-5.2057, -4.2250, 0.7114], [-6.4042, -5.9410, -0.6437], [-6.6059, -8.2513, 0.2788], [-5.6077, -8.7417, 2.5126], [-4.4548, -6.8942, 3.7286], [-3.1446, 3.9104, 2.3525], [-2.9510, 3.2095, 1.2291], [-2.3795, 3.7326, 0.0803], [-1.9873, 5.0634, 0.0903], [-2.1787, 5.8120, 1.2405], [-2.7563, 5.1927, 2.3386], [-3.2774, 2.1734, 1.2692], [-2.2451, 3.1158, -0.8010], [-1.5377, 5.5107, -0.7886], [-1.8860, 6.8525, 1.2857], [-2.9220, 5.7365, 3.2619], [-0.6114, 3.4539, -5.9109], [0.4438, 2.6404, -5.7712], [1.7212, 3.0795, -5.4637], [1.9236, 4.4405, -5.2939], [0.8480, 5.3043, -5.4351], [-0.3907, 4.7640, -5.7402], [0.2361, 1.5852, -5.9165], [2.5364, 2.3749, -5.3602], [2.9084, 4.8239, -5.0541], [0.9682, 6.3726, -5.3105], [-1.2627, 5.3987, -5.8571], [-0.9432, 6.9216, 4.7884], [0.1138, 6.1132, 4.9395], [1.3886, 6.5589, 5.2478], [1.5863, 7.9220, 5.4063], [0.5090, 8.7808, 5.2533], [-0.7267, 8.2338, 4.9482], [-0.0899, 5.0561, 4.8027], [2.2056, 5.8582, 5.3607], [2.5689, 8.3106, 5.6465], [0.6253, 9.8503, 5.3690], [-1.6000, 8.8648, 4.8224]], "forces_ev_per_a": [[-0.5, 0.7, 1.0], [-0.7, 3.6, -3.3], [-2.2, -0.4, 1.1], [1.3, 1.5, 0.6], [-0.1, 0.4, 1.1], [-0.3, -0.6, 0.6], [-0.8, -2.7, -1.0], [1.7, 3.9, 0.0], [2.3, -5.9, 0.6], [-1.6, 0.5, 1.2], [0.3, -0.8, 0.8], [0.3, 0.8, 0.7], [0.0, -0.5, -0.4], [0.0, 0.5, 0.2], [0.5, -0.8, -0.2], [-0.2, 0.2, -1.1], [-1.1, 0.3, -0.8], [0.0, -1.1, -0.4], [0.4, 0.2, 0.0], [-0.5, -0.1, 1.1], [0.3, 1.3, 0.0], [0.2, 0.3, 1.2], [-0.7, -1.3, -0.6], [0.0, 0.0, -1.3], [-0.3, 1.2, -0.1], [0.2, -1.1, -0.4], [0.7, 0.3, -0.8], [-0.1, -0.3, 0.4], [0.4, 0.2, -0.2], [0.2, 0.0, 0.1], [0.0, 0.0, 0.0], [-0.2, -0.2, 0.1], [-0.2, 0.3, -0.3], [0.2, -0.3, 0.1], [0.1, 0.0, 0.0], [0.0, 0.0, 0.0], [0.1, 0.2, -0.1], [0.0, -0.1, 0.1], [0.4, -0.2, 0.4], [0.0, 0.4, -0.2], [0.0, 0.0, 0.0], [0.1, 0.0, 0.1], [0.0, -0.1, 0.0], [-0.3, -0.1, -0.3], [0.0, -0.1, 0.1], [0.0, 0.0, 0.0], [0.0, 0.0, 0.0], [0.0, 0.0, 0.0], [0.1, 0.0, 0.0], [0.4, 0.2, -0.2], [-0.2, -0.3, 0.5], [0.2, 0.0, 0.0], [0.0, 0.0, 0.0], [0.0, 0.0, -0.1], [-0.4, -0.1, 0.1], [0.1, 0.1, -0.1], [-0.1, 0.0, 0.1], [0.0, 0.0, 0.0], [0.0, 0.0, 0.0], [0.1, 0.0, 0.0], [-0.5, 0.1, -0.4], [0.3, -0.3, 0.3], [0.0, -0.1, -0.1], [-0.1, 0.0, 0.0], [0.0, 0.1, 0.0], [0.2, 0.2, 0.3], [0.0, 0.1, -0.1], [0.1, 0.0, 0.0], [0.0, 0.0, 0.0], [0.0, 0.0, 0.0], [0.0, 0.0, -0.1], [-0.1, -0.2, -0.3], [0.2, 0.0, 0.4], [0.0, -0.1, 0.0], [0.0, -0.1, 0.0], [0.0, 0.1, -0.1], [0.1, 0.4, 0.0], [-0.1, 0.0, -0.1], [0.0, 0.0, 0.0], [0.0, 0.0, 0.0], [0.0, 0.0, 0.0], [0.0, -0.1, 0.0], [0.2, 0.1, -0.4], [0.0, 0.2, 0.4], [0.1, -0.1, 0.1], [0.1, 0.1, -0.1], [0.0, -0.1, -0.2], [-0.3, -0.3, 0.3], [0.0, 0.0, -0.1], [-0.1, 0.0, 0.0], [0.0, 0.0, 0.0], [0.0, 0.0, 0.1], [0.1, 0.1, 0.0], [0.4, 0.2, 0.2], [-0.4, 0.1, -0.1], [0.0, 0.1, 0.0], [0.1, 0.0, 0.0], [0.1, -0.1, 0.0], [-0.2, -0.3, -0.1], [0.1, 0.0, 0.0], [0.0, 0.0, 0.0], [0.0, 0.0, 0.0], [0.0, 0.0, 0.0], [0.1, 0.1, 0.0], [0.5, 0.2, 0.1], [-0.4, 0.1, -0.1], [0.0, 0.1, 0.0], [0.1, 0.0, 0.0], [0.1, -0.1, 0.0], [-0.2, -0.3, -0.1], [0.1, 0.0, 0.0], [0.0, 0.0, 0.0], [0.0, 0.0, 0.0], [0.0, 0.0, 0.0], [0.1, 0.0, 0.0]], "charge": 1, "lumo_energy_ev": -4.6565, "energy_ev": -70776.58632, "gap_ev": 6.5, "e_homo_ev": -11.161}

***

[3]
{"formula": "C5H10N2O", "method": "ωB97M-V/def2-TZVPD", "elements": ["C", "C", "C", "C", "C", "N", "N", "O", "H", "H", "H", "H", "H", "H", "H", "H", "H", "H"], "positions_angstrom": [[2.3649, 1.3490, -0.3264], [1.7006, 0.4427, 0.3535], [-1.5667, -1.7028, -0.0759], [0.8236, -0.5598, -0.2891], [-0.5546, -0.5601, 0.4108], [-1.7399, 1.4238, 0.9760], [-1.2540, 0.8659, -0.0287], [-1.1736, 1.2097, -1.1948], [3.2003, 1.9690, 0.1368], [2.3010, 1.4933, -1.3889], [1.9949, 0.1103, 1.4458], [-2.1010, -1.3530, -0.9942], [-2.3070, -2.0966, 0.6258], [-0.9155, -2.5250, -0.3717], [1.4578, -1.4929, -0.2007], [0.5380, -0.2383, -1.2966], [-0.6137, -0.5572, 1.5371], [-2.1551, 2.2221, 0.6813]], "forces_ev_per_a": [[2.2, 1.5, 1.0], [1.3, -1.2, 1.9], [1.0, 1.1, -1.0], [-0.9, -0.1, 0.8], [-2.2, -0.5, 0.0], [1.1, -2.8, 0.9], [1.9, -2.8, 2.0], [-0.4, 0.4, -0.5], [-1.3, -0.8, -0.4], [-0.6, 0.0, -0.3], [-0.7, 1.3, -2.0], [0.5, -0.3, 0.7], [0.3, 0.6, 0.2], [-0.2, -0.2, -0.1], [-1.5, 0.4, -0.5], [0.7, -0.5, -0.2], [0.6, 0.4, -1.3], [-1.7, 3.6, -1.2]], "lumo_energy_ev": 1.0974, "energy_ev": -10370.85638, "relative_energy_ev": 4.449, "smiles": "[H]/N=[N+](\\[O-])[C@@H](C)CC=C", "gap_ev": 11.0, "e_homo_ev": -9.930}

***

[4]
{"formula": "C16H10BF4MnN2PS4", "method": "ωB97M-V/def2-TZVPD", "elements": ["Mn", "S", "C", "C", "N", "C", "S", "C", "N", "F", "B", "F", "F", "F", "S", "P", "S", "C", "C", "C", "C", "C", "C", "C", "C", "C", "C", "C", "C", "H", "H", "H", "H", "H", "H", "H", "H", "H", "H"], "positions_angstrom": [[2.3586, -1.6196, -0.1682], [4.2228, -0.7568, -1.2722], [4.1875, -1.5558, -2.7968], [5.2456, -1.2433, -3.7238], [6.0982, -0.9810, -4.4491], [3.2102, -2.4356, -3.1369], [1.9852, -2.9268, -2.0262], [3.1420, -3.0110, -4.4541], [3.0795, -3.4685, -5.5073], [3.0372, -0.8958, 1.6051], [3.4440, -2.1878, 2.2464], [3.0876, -2.1752, 3.5527], [2.6531, -3.1073, 1.4632], [4.7726, -2.3830, 1.9969], [0.8428, 1.1889, 2.3884], [-0.3971, 0.5330, 1.0501], [0.0671, -1.1569, -0.0400], [-2.0030, 0.0600, 1.7655], [-3.1728, 0.7618, 1.5019], [-4.3704, 0.3725, 2.0928], [-4.4018, -0.7168, 2.9467], [-3.2301, -1.4155, 3.2207], [-2.0379, -1.0302, 2.6353], [-0.8319, 1.7970, -0.1940], [-1.3674, 1.4578, -1.4348], [-1.7243, 2.4492, -2.3356], [-1.5500, 3.7872, -2.0054], [-1.0153, 4.1300, -0.7727], [-0.6552, 3.1383, 0.1302], [-3.1571, 1.6156, 0.8370], [-5.2780, 0.9237, 1.8804], [-5.3360, -1.0261, 3.3987], [-3.2489, -2.2648, 3.8919], [-1.1234, -1.5701, 2.8492], [-1.4913, 0.4150, -1.6971], [-2.1309, 2.1762, -3.3011], [-1.8234, 4.5602, -2.7129], [-0.8692, 5.1712, -0.5138], [-0.2189, 3.3901, 1.0887]], "forces_ev_per_a": [[-0.3, 0.5, 0.3], [0.2, 0.0, -0.2], [0.3, 0.2, 0.0], [-0.1, -0.1, 0.2], [0.0, 0.0, 0.0], [-0.3, -0.3, -0.2], [0.0, -0.3, -0.2], [0.0, 0.2, 0.2], [0.0, 0.0, 0.0], [0.3, -0.2, 0.0], [0.0, 0.2, 0.0], [0.0, -0.1, 0.0], [0.1, -0.1, -0.1], [0.0, 0.0, 0.1], [0.0, 0.1, 0.1], [0.2, 0.0, 0.0], [-0.3, -0.2, -0.1], [-0.1, -0.1, 0.0], [0.0, 0.0, 0.0], [0.0, 0.0, 0.0], [0.0, 0.0, 0.0], [0.0, 0.0, 0.0], [0.0, 0.0, 0.0], [0.0, 0.1, 0.0], [0.0, 0.0, 0.0], [0.0, 0.0, 0.0], [0.0, 0.0, 0.0], [0.0, 0.0, 0.0], [0.0, 0.0, 0.0], [0.0, 0.0, 0.0], [0.0, 0.0, 0.0], [0.0, 0.0, 0.0], [0.0, 0.0, 0.0], [0.0, 0.0, 0.0], [0.0, 0.0, 0.0], [0.0, 0.0, 0.0], [0.0, 0.0, 0.0], [0.0, 0.0, 0.0], [0.0, 0.0, 0.0]], "charge": -1, "lumo_energy_ev": [-0.2305, 1.8653], "energy_ev": -115242.39932, "relative_energy_ev": 0.558, "gap_ev": [5.6, 7.8], "spin_multiplicity": 5, "s2": 6.4365, "e_homo_ev": [-5.834, -5.946]}

***

[5]
{"formula": "C8H5Cl2HoNO3Ti", "method": "ωB97M-V/def2-TZVPD", "elements": ["Ho", "Ti", "Cl", "Cl", "C", "C", "C", "O", "O", "O", "C", "C", "C", "N", "C", "C", "H", "H", "H", "H", "H"], "positions_angstrom": [[1.6043, 5.0228, -3.0932], [0.8707, 0.2944, -0.0812], [3.6919, 3.9577, -2.3755], [-0.1816, 1.5298, -1.5913], [-0.6940, 0.1518, 0.9137], [3.1594, 6.6191, -3.7786], [0.7858, 7.2840, -3.6782], [-1.7408, 0.0084, 1.4581], [3.4475, 7.6987, -4.1057], [0.7707, 8.4027, -4.0117], [1.8721, -4.2540, -0.4857], [2.7761, -3.2117, -0.2164], [2.2860, -1.9021, -0.2101], [0.9263, -1.6938, -0.4481], [0.0541, -2.7234, -0.6964], [0.5137, -4.0314, -0.7206], [2.2570, -5.2675, -0.5226], [3.8478, -3.3968, -0.0193], [2.9677, -1.0267, -0.0679], [-0.9763, -2.4273, -0.9017], [-0.1903, -4.8472, -0.9257]], "forces_ev_per_a": [[1.1, -2.2, 0.7], [4.3, -0.8, -3.8], [-1.7, 0.7, -0.3], [0.6, -0.4, 0.7], [-11.8, -1.5, 6.7], [2.4, 7.0, -2.4], [-0.9, 7.5, -2.0], [7.0, 1.0, -3.6], [-0.5, -5.9, 1.7], [-0.4, -6.4, 1.9], [0.2, -0.1, 0.0], [0.3, 1.1, 0.1], [-1.0, -1.3, -0.3], [0.7, 1.0, 0.5], [0.5, 0.3, 0.0], [-0.3, 0.5, -0.1], [0.0, 0.0, 0.1], [-0.8, 0.0, -0.2], [-0.4, -0.4, 0.0], [0.3, -0.2, 0.1], [0.4, 0.3, 0.1]], "charge": 4, "lumo_energy_ev": [-15.9282, -15.8158], "energy_ev": -89920.13159, "gap_ev": [6.6, 6.7], "spin_multiplicity": 6, "s2": 8.7619, "e_homo_ev": [-22.485, -22.482]}

***

Number 5 is which compound?
C8H5Cl2HoNO3Ti